No. 1
82
Properties=species:S:1:pos:R:3:forces:R:3:lowdin_charge:R:1 method="wB97M-V/def2-TZVPD" relative_energy_kcal_mol=0.0 largest_force_ev_per_a=0.2 total_charge=0 homo_lumo_gap_ev=8.27 homo_ev=-8.422 total_energy_ha=-2818.9654
Pd -1.201 1.483 -0.449 -0.05 -0.05 0.05 1.033
O -1.995 0.522 -2.132 0.00 0.02 0.00 -0.412
P -1.761 -0.969 -2.184 -0.04 0.02 -0.01 0.766
C -0.848 -1.564 -0.732 -0.02 -0.04 -0.01 -0.302
P 0.723 -0.668 -0.508 0.08 0.00 0.06 0.768
O 0.661 0.743 -1.066 0.04 0.01 -0.02 -0.397
C 1.971 -1.593 -1.407 -0.03 0.04 -0.01 -0.277
C 2.554 -1.019 -2.532 0.00 0.00 0.00 -0.067
C 3.486 -1.742 -3.263 0.00 -0.01 0.00 -0.070
C 3.829 -3.028 -2.875 -0.01 0.01 0.00 -0.072
C 3.251 -3.599 -1.747 0.01 0.00 0.00 -0.073
C 2.325 -2.880 -1.009 0.00 -0.01 0.01 -0.075
C 1.088 -0.724 1.243 -0.02 -0.02 -0.04 -0.282
C 1.977 0.232 1.730 0.01 0.01 -0.02 -0.056
C 2.248 0.295 3.086 0.00 0.01 0.00 -0.048
C 1.643 -0.604 3.953 -0.01 0.00 0.00 -0.055
C 0.768 -1.567 3.470 0.01 0.00 0.01 -0.068
C 0.484 -1.626 2.115 -0.01 0.01 -0.01 -0.077
C -3.315 -1.859 -2.184 0.04 0.00 -0.03 -0.276
C -3.403 -3.226 -1.924 0.01 0.00 0.00 -0.081
C -4.640 -3.847 -1.910 -0.02 0.01 0.00 -0.072
C -5.789 -3.107 -2.153 0.02 -0.02 0.01 -0.069
C -5.705 -1.748 -2.413 0.00 0.02 0.01 -0.065
C -4.469 -1.119 -2.428 0.00 0.01 0.00 -0.071
C -0.770 -1.392 -3.620 -0.02 -0.04 0.03 -0.274
C -0.381 -2.704 -3.889 -0.01 0.01 0.00 -0.074
C 0.426 -2.973 -4.980 0.00 0.00 0.00 -0.072
C 0.839 -1.936 -5.809 0.01 0.00 0.00 -0.075
C 0.452 -0.631 -5.543 0.01 0.00 0.00 -0.066
C -0.350 -0.354 -4.445 0.00 0.02 0.00 -0.063
H -0.666 -2.639 -0.812 0.01 0.00 0.00 0.074
H -1.504 -1.370 0.123 0.00 0.01 0.00 0.065
H 2.273 -0.016 -2.823 0.00 0.00 0.00 0.110
H 3.943 -1.298 -4.138 0.00 0.00 0.00 0.110
H 4.557 -3.589 -3.447 0.00 0.00 0.00 0.107
H 3.531 -4.597 -1.438 0.00 0.00 0.00 0.106
H 1.892 -3.315 -0.115 0.00 0.00 0.00 0.109
H 2.419 0.954 1.054 -0.01 0.00 0.01 0.110
H 2.901 1.071 3.466 0.01 0.00 -0.01 0.105
H 1.844 -0.542 5.015 0.00 0.00 0.00 0.110
H 0.292 -2.261 4.150 0.00 0.00 0.00 0.107
H -0.224 -2.362 1.754 0.00 0.00 0.00 0.101
H -2.515 -3.811 -1.715 0.00 0.00 0.01 0.095
H -4.710 -4.904 -1.691 0.00 0.00 0.00 0.108
H -6.756 -3.590 -2.122 0.00 0.00 0.00 0.110
H -6.603 -1.170 -2.585 0.00 0.00 0.00 0.113
H -4.392 -0.053 -2.603 0.00 0.00 0.00 0.113
H -0.705 -3.519 -3.252 0.00 0.01 0.00 0.102
H 0.732 -3.990 -5.187 0.00 0.00 0.00 0.109
H 1.467 -2.149 -6.664 0.00 0.00 0.00 0.108
H 0.776 0.174 -6.189 0.00 0.00 0.00 0.110
H -0.647 0.661 -4.213 0.00 0.00 0.00 0.114
C 3.733 4.032 5.733 0.00 0.00 0.00 -0.052
C 2.829 3.818 4.549 0.01 0.00 0.02 -0.279
C 1.479 3.548 4.716 0.00 0.01 0.01 -0.016
C 0.629 3.349 3.632 0.01 0.02 -0.06 -0.201
C -0.821 3.033 3.888 -0.01 -0.02 0.03 -0.031
C 1.154 3.449 2.340 0.02 0.06 -0.04 -0.069
C 2.513 3.732 2.142 -0.01 -0.01 0.04 -0.208
C 3.125 3.849 0.769 0.01 0.06 0.01 -0.038
C 3.329 3.900 3.255 -0.01 -0.03 -0.04 -0.024
C 0.293 3.210 1.127 -0.04 -0.11 0.10 -0.588
O 0.328 3.927 0.144 0.02 0.06 -0.06 0.057
O -0.433 2.129 1.234 0.03 0.04 0.00 -0.167
H 3.207 3.848 6.669 0.00 0.00 0.00 0.072
H 4.110 5.056 5.756 0.00 0.00 0.00 0.081
H 4.599 3.368 5.695 0.00 0.00 0.00 0.078
H 1.069 3.490 5.719 0.00 0.00 0.00 0.114
H -1.095 3.321 4.903 0.01 0.00 0.00 0.077
H -1.006 1.965 3.767 -0.01 0.00 -0.01 0.082
H -1.480 3.545 3.189 0.00 0.00 0.00 0.088
H 2.699 3.140 0.060 0.01 -0.04 0.00 0.069
H 4.204 3.700 0.827 0.00 0.00 0.00 0.077
H 2.936 4.838 0.349 -0.02 -0.01 0.00 0.092
H 4.385 4.105 3.104 0.00 0.00 0.00 0.118
O -3.057 1.727 0.242 0.04 -0.01 -0.04 -0.234
N -3.429 0.522 0.530 -0.09 -0.01 -0.04 -0.027
C -4.690 0.350 0.797 0.04 0.01 -0.02 -0.315
C -5.091 -0.992 1.097 -0.01 0.03 0.06 -0.190
N -5.403 -2.073 1.339 0.00 -0.01 -0.04 0.162
C -5.662 1.403 0.750 -0.01 -0.02 0.07 -0.173
N -6.458 2.231 0.714 0.00 0.00 -0.03 0.170

---

No. 2
83
Properties=species:S:1:pos:R:3:forces:R:3:lowdin_charge:R:1 method="wB97M-V/def2-TZVPD" relative_energy_kcal_mol=20.3 largest_force_ev_per_a=1.9 s2=3.85 total_charge=0 homo_lumo_gap_ev="5.72 / 5.33" multiplicity=4 homo_ev="-7.320 / -7.440" total_energy_ha=-2555.8574
Tc -0.305 -0.603 -0.204 0.37 1.05 0.05 1.714
C 2.234 -3.168 -1.139 -0.02 -0.03 0.00 -0.023
C 0.945 -3.944 -1.184 0.09 0.06 -0.08 -0.193
C 0.808 -5.019 -2.051 0.02 0.02 -0.01 -0.041
C -0.363 -5.758 -2.087 0.00 0.04 0.03 -0.069
C -1.403 -5.430 -1.236 0.01 0.01 -0.02 -0.047
C -1.303 -4.361 -0.351 -0.09 -0.05 0.10 -0.201
C -2.438 -4.090 0.595 0.02 0.02 0.02 -0.033
C -0.127 -3.609 -0.343 -0.01 0.02 -0.12 -0.187
N 0.059 -2.460 0.503 -0.40 -0.03 -0.19 -0.076
C 0.877 -2.592 1.581 0.32 0.02 0.35 -0.480
O 1.141 -3.603 2.199 -0.13 0.12 -0.20 0.107
C 1.607 -1.301 1.857 -0.17 -0.19 0.04 -0.171
C 2.622 -1.225 2.778 -0.01 -0.01 -0.02 0.032
C 3.406 -0.085 2.777 0.05 0.05 0.03 0.002
C 3.149 0.915 1.858 0.02 -0.07 0.05 0.030
C 2.089 0.799 0.964 -0.04 0.12 -0.23 -0.166
N 1.326 -0.303 1.005 0.30 0.08 -0.14 -0.040
C 1.909 2.049 0.075 -0.16 0.13 -0.64 -0.398
O 2.321 3.063 0.601 0.09 0.12 0.29 0.080
N 1.465 2.119 -1.230 0.54 -0.31 0.78 0.112
C 1.668 3.425 -1.834 -0.04 -0.04 0.05 -0.153
C 0.635 4.360 -1.855 -0.07 0.00 0.05 -0.184
C -0.653 4.174 -1.103 0.04 0.02 -0.04 -0.029
C 0.843 5.546 -2.557 0.04 -0.02 -0.02 -0.043
C 2.048 5.804 -3.183 0.00 -0.02 0.01 -0.073
C 3.092 4.899 -3.066 0.01 0.02 -0.01 -0.045
C 2.927 3.710 -2.370 0.01 0.02 0.01 -0.199
C 4.118 2.821 -2.138 -0.02 0.00 -0.04 -0.016
H 2.881 -3.460 -1.966 0.00 -0.02 0.02 0.084
H 2.774 -3.361 -0.208 0.00 -0.02 0.00 0.092
H 2.060 -2.094 -1.211 0.07 -0.07 -0.03 0.041
H 1.633 -5.277 -2.704 0.00 0.01 0.01 0.111
H -0.459 -6.594 -2.768 0.00 0.00 0.00 0.105
H -2.312 -6.020 -1.241 0.01 0.01 0.01 0.110
H -3.111 -4.946 0.625 0.01 0.01 0.01 0.082
H -3.024 -3.224 0.289 -0.01 0.02 -0.02 0.067
H -2.071 -3.910 1.606 0.00 0.01 0.00 0.080
H 2.789 -2.071 3.430 0.00 0.00 -0.01 0.131
H 4.228 0.021 3.472 -0.01 0.00 0.00 0.122
H 3.739 1.817 1.821 -0.01 0.01 -0.01 0.129
H -0.552 3.462 -0.288 0.01 -0.04 -0.08 0.028
H -1.451 3.836 -1.763 -0.01 -0.07 0.03 0.069
H -0.966 5.125 -0.670 0.02 0.02 0.00 0.091
H 0.046 6.280 -2.588 0.00 -0.01 0.00 0.113
H 2.189 6.728 -3.731 0.00 0.00 0.00 0.102
H 4.056 5.120 -3.508 0.00 0.00 0.00 0.110
H 4.832 2.915 -2.955 0.00 -0.01 0.00 0.085
H 3.849 1.773 -2.042 -0.03 -0.06 -0.03 0.066
H 4.617 3.121 -1.213 0.00 0.01 0.00 0.090
C -3.333 1.741 -2.356 -0.14 0.17 0.09 -0.039
C -2.558 0.925 -1.396 0.33 -0.92 0.89 -0.282
N -1.214 0.840 -1.428 -0.65 -0.05 -0.47 -0.129
N -0.528 1.418 -2.355 1.08 -0.68 0.24 0.096
C 0.912 1.065 -2.129 -1.42 1.02 -0.76 -0.490
O 1.042 -0.179 -1.565 -0.64 -0.37 1.03 -0.259
C 1.581 1.067 -3.498 0.25 -0.14 0.11 -0.143
C 2.561 0.114 -3.756 -0.03 0.08 -0.08 -0.035
C 3.198 0.080 -4.987 0.00 0.00 -0.02 -0.077
C 2.856 0.997 -5.971 0.01 -0.02 0.01 -0.088
C 1.872 1.943 -5.720 0.01 -0.03 0.05 -0.068
C 1.233 1.977 -4.489 -0.02 0.06 -0.01 -0.027
C -3.166 0.169 -0.312 0.86 0.88 -1.09 -0.257
C -4.520 0.256 -0.025 -0.61 -0.23 0.51 -0.014
C -5.000 -0.326 1.133 0.04 0.38 -0.57 -0.034
C -4.112 -0.965 1.982 0.58 -0.35 0.36 -0.050
C -2.784 -1.067 1.613 -0.53 -0.22 0.33 -0.181
N -2.323 -0.556 0.472 -0.07 -0.16 -0.27 -0.084
H -2.689 2.082 -3.162 0.00 -0.03 -0.03 0.071
H -3.754 2.611 -1.844 -0.01 0.04 -0.07 0.085
H -4.159 1.159 -2.770 0.00 0.02 -0.06 0.084
H 2.814 -0.605 -2.989 0.04 -0.02 -0.01 0.103
H 3.959 -0.666 -5.179 0.00 0.00 0.00 0.101
H 3.353 0.972 -6.933 0.00 0.00 0.00 0.100
H 1.600 2.660 -6.484 -0.01 0.00 0.00 0.104
H 0.473 2.722 -4.295 0.00 -0.05 0.02 0.114
H -5.165 0.837 -0.666 0.02 -0.01 -0.01 0.116
H -6.046 -0.238 1.395 -0.02 -0.01 -0.01 0.116
H -4.435 -1.394 2.920 0.03 0.00 -0.01 0.111
H -2.063 -1.585 2.229 -0.01 0.01 0.05 0.107
S -0.742 1.668 1.986 0.09 -0.19 -0.38 0.620
C -2.113 2.439 1.429 -0.27 -0.06 0.06 -0.877
N -3.083 2.938 1.025 0.26 -0.11 0.07 0.086

---

No. 3
80
Properties=species:S:1:pos:R:3:forces:R:3:lowdin_charge:R:1 method="wB97M-V/def2-TZVPD" relative_energy_kcal_mol=0.0 largest_force_ev_per_a=0.2 total_charge=+1 homo_lumo_gap_ev="6.07 / 6.07" homo_ev="-10.298 / -10.298" total_energy_ha=-3035.4686
Au 0.598 -0.716 -0.111 0.07 -0.09 0.00 1.097
I 2.274 0.909 2.327 -0.01 0.00 0.00 1.133
C 0.400 1.389 3.117 -0.01 -0.01 -0.01 -0.630
C 0.235 1.068 4.439 0.00 -0.01 0.00 -0.157
C -0.866 1.542 5.171 0.00 0.00 0.01 -0.051
C -1.723 2.416 4.578 -0.01 0.00 0.00 -0.021
C -1.576 2.765 3.215 -0.01 -0.02 -0.01 -0.168
C -2.437 3.752 2.675 0.00 0.01 0.00 0.001
C -2.320 4.147 1.380 0.00 0.01 0.00 -0.037
C -1.435 3.451 0.539 -0.02 -0.04 -0.02 -0.084
C -0.614 2.442 0.995 0.03 0.00 0.01 -0.284
P 0.164 1.526 -0.375 -0.03 0.02 0.01 0.990
C -0.940 1.693 -1.790 0.01 -0.04 0.00 -0.358
C -2.306 1.441 -1.639 0.00 0.06 0.04 -0.108
C -3.152 1.539 -2.727 -0.01 -0.01 0.00 -0.056
C -2.643 1.864 -3.978 0.00 -0.01 0.00 -0.049
C -1.287 2.100 -4.137 0.00 -0.01 -0.01 -0.054
C -0.433 2.018 -3.048 0.01 0.03 -0.01 -0.061
C 1.714 2.321 -0.833 -0.01 0.01 0.00 -0.412
C 2.570 1.725 -1.759 0.02 -0.01 0.02 -0.124
C 3.729 2.377 -2.145 0.00 -0.01 0.00 -0.052
C 4.039 3.620 -1.610 0.00 0.00 0.00 -0.053
C 3.188 4.216 -0.690 0.00 0.00 0.00 -0.055
C 2.027 3.570 -0.299 0.00 0.00 0.01 -0.094
C -0.563 2.166 2.410 -0.01 -0.01 0.00 -0.206
H 0.987 0.475 4.941 0.00 0.00 0.00 0.096
H -0.980 1.263 6.210 0.00 0.00 0.00 0.118
H -2.530 2.871 5.139 0.00 0.00 0.00 0.123
H -3.171 4.203 3.329 0.00 0.00 0.00 0.126
H -2.936 4.937 0.974 0.00 0.00 0.00 0.118
H -1.446 3.702 -0.511 -0.01 -0.02 -0.03 0.114
H -2.706 1.182 -0.668 0.01 0.02 0.01 0.113
H -4.208 1.346 -2.602 0.00 0.00 0.00 0.117
H -3.308 1.934 -4.829 0.00 0.00 0.00 0.115
H -0.889 2.362 -5.108 0.00 0.00 0.00 0.113
H 0.617 2.233 -3.182 -0.02 0.00 0.00 0.097
H 2.343 0.752 -2.173 0.00 -0.02 0.00 0.099
H 4.392 1.912 -2.862 0.00 0.00 0.00 0.115
H 4.947 4.126 -1.911 0.00 0.00 0.00 0.114
H 3.429 5.184 -0.272 0.00 0.00 0.00 0.114
H 1.373 4.034 0.429 0.00 0.00 0.00 0.106
I 7.859 -5.711 -0.450 0.00 0.00 0.00 0.918
C 6.138 -4.545 -0.388 0.00 0.00 0.00 -0.727
C 4.903 -5.155 -0.197 0.00 0.00 0.00 -0.130
C 3.760 -4.377 -0.156 0.00 0.00 0.00 0.001
C 3.855 -2.997 -0.305 0.00 0.00 0.00 -0.144
C 5.094 -2.392 -0.497 0.00 0.00 0.00 -0.004
C 6.240 -3.166 -0.538 0.00 0.00 0.00 -0.134
C 2.639 -2.178 -0.255 0.00 0.02 -0.01 -0.563
O 1.492 -2.686 -0.068 0.01 -0.01 -0.02 -0.074
O 2.696 -0.902 -0.394 -0.02 0.02 -0.01 -0.193
H 4.837 -6.227 -0.082 0.00 0.00 0.00 0.099
H 2.790 -4.833 -0.008 0.00 0.00 0.00 0.125
H 5.154 -1.318 -0.612 0.00 0.00 0.00 0.121
H 7.206 -2.705 -0.684 0.00 0.00 0.00 0.098
C -2.946 -0.760 2.573 0.00 -0.01 -0.01 -0.149
Si -1.814 -1.921 1.641 0.00 -0.04 0.01 0.403
C -2.648 -3.557 1.321 0.00 0.00 0.00 -0.152
C -0.274 -2.240 2.645 0.00 0.00 0.01 -0.177
N -1.315 -1.257 0.073 -0.06 0.20 0.03 -0.203
C -2.048 -1.429 -1.105 0.05 -0.13 -0.04 -0.401
C -1.437 -1.628 -2.349 -0.01 0.00 0.02 -0.055
C -2.195 -1.831 -3.489 -0.01 -0.01 0.00 -0.076
C -3.581 -1.890 -3.417 0.01 0.00 -0.02 -0.088
C -4.198 -1.717 -2.187 0.00 0.04 0.00 -0.078
C -3.448 -1.457 -1.053 0.00 0.03 0.00 -0.075
H -3.058 -1.099 3.606 -0.01 -0.01 -0.01 0.042
H -3.945 -0.711 2.136 0.01 0.01 -0.01 0.029
H -2.542 0.253 2.602 0.02 0.03 0.01 0.009
H -2.814 -4.069 2.272 0.01 0.01 0.01 0.043
H -2.006 -4.190 0.706 -0.01 -0.01 0.00 0.046
H -3.611 -3.465 0.820 0.01 -0.01 0.01 0.028
H -0.578 -2.632 3.619 0.00 0.00 0.00 0.047
H 0.329 -1.352 2.834 0.01 0.01 0.01 -0.035
H 0.356 -2.990 2.164 0.00 0.00 0.01 0.026
H -0.355 -1.641 -2.422 0.00 0.00 -0.02 0.091
H -1.696 -1.973 -4.440 0.00 0.00 0.00 0.110
H -4.169 -2.076 -4.306 0.00 0.00 0.00 0.106
H -5.278 -1.760 -2.110 0.00 0.00 0.00 0.111
H -3.949 -1.276 -0.110 0.00 0.01 0.00 0.095